<P>
C5H15N2O | ωB97M-V/def2-TZVPD

Each line ends with the Mulliken charge.
Cartesian coordinates (Å):
N: -1.661 1.802 -0.421  -0.26
C: -0.429 1.102 0.147  0.12
C: 0.731 1.787 -0.577  -0.65
O: 0.474 1.849 -1.962  -0.59
C: -0.603 -0.415 -0.078  -1.11
N: 0.325 -1.126 0.770  0.04
C: -0.215 -2.305 1.443  -1.02
C: 1.630 -1.355 0.165  -1.11
H: -1.934 2.671 0.043  0.36
H: -1.491 1.966 -1.423  0.38
H: -2.452 1.177 -0.320  0.34
H: -0.392 1.215 1.220  0.35
H: 0.749 2.786 -0.171  0.42
H: 1.708 1.371 -0.372  0.34
H: 0.822 1.058 -2.401  0.35
H: -0.457 -0.643 -1.141  0.35
H: -1.592 -0.704 0.170  0.55
H: -1.310 -2.296 1.461  0.34
H: 0.001 -3.246 0.924  0.38
H: 0.095 -2.336 2.486  0.32
H: 2.022 -2.319 0.481  0.43
H: 1.631 -1.425 -0.918  0.35
H: 2.347 -0.617 0.474  0.30

HOMO level: -12.330 eV
SMILES: CN(C)C[C@H]([NH3+])CO
net charge: +1
Kohn-Sham gap: 8.952 eV
spin multiplicity: 1

***

<Q>
C5H15N2O | ωB97M-V/def2-TZVPD

Each line ends with the Mulliken charge.
Cartesian coordinates (Å):
C: -0.847 -1.110 -2.843  -1.33
C: -0.204 -0.304 -1.736  0.25
C: 0.098 -1.348 -0.567  -1.18
C: 0.569 -0.675 0.643  -0.14
C: -0.005 -0.600 1.842  -0.31
N: 0.566 0.349 2.879  -0.26
N: -1.121 0.634 -1.047  -0.50
H: -1.699 -0.595 -3.274  0.37
H: -0.134 -1.432 -3.580  0.35
H: -1.224 -2.024 -2.378  0.35
H: 0.690 0.252 -2.043  0.33
H: -0.708 -2.069 -0.371  0.52
H: 0.900 -2.005 -0.978  0.39
H: 1.334 0.065 0.413  0.29
H: -0.500 -1.380 2.382  0.38
H: -0.012 1.135 3.158  0.32
H: 0.814 -0.207 3.708  0.40
H: 1.489 0.623 2.540  0.33
H: -1.768 0.124 -0.460  0.19
H: -1.468 1.342 -1.693  0.26
H: 1.267 3.040 0.265  0.30
H: 0.061 2.051 0.247  0.34
O: 0.886 2.275 0.712  -0.64

HOMO level: -12.907 eV
net charge: +1
Kohn-Sham gap: 9.699 eV
spin multiplicity: 1

***

<R>
C5H15N2O | ωB97M-V/def2-TZVPD

Each line ends with the Mulliken charge.
Cartesian coordinates (Å):
N: -2.081 -1.016 1.039  -0.27
C: -1.574 0.201 1.750  -0.69
C: -0.732 0.972 0.783  -0.83
N: 0.243 0.085 0.134  0.26
C: 1.515 0.092 0.857  -1.22
C: 0.491 0.501 -1.265  -0.65
C: 0.993 -0.688 -2.102  -0.56
O: 2.037 -0.330 -2.994  -0.50
H: -1.360 -1.712 0.823  0.35
H: -2.363 -0.695 0.115  0.32
H: -2.871 -1.463 1.433  0.34
H: -0.988 -0.178 2.562  0.35
H: -2.432 0.721 2.134  0.43
H: -1.348 1.449 0.020  0.45
H: -0.241 1.837 1.239  0.39
H: 1.902 1.095 0.988  0.44
H: 1.384 -0.311 1.861  0.31
H: 2.261 -0.381 0.230  0.37
H: 1.284 1.269 -1.242  0.41
H: -0.338 1.053 -1.711  0.35
H: 1.263 -1.488 -1.427  0.30
H: 0.194 -1.028 -2.758  0.33
H: 2.761 0.014 -2.468  0.32

HOMO level: -13.236 eV
SMILES: CN(CC[NH3+])CCO
net charge: +1
Kohn-Sham gap: 9.687 eV
spin multiplicity: 1

***

<S>
C5H15N2O | ωB97M-V/def2-TZVPD

Each line ends with the Mulliken charge.
Cartesian coordinates (Å):
C: 1.169 -1.178 3.104  -1.32
C: 0.020 -1.176 2.072  -0.59
C: 0.278 -0.145 0.991  -0.17
C: -0.996 0.307 0.256  -1.06
N: -1.383 -0.592 -0.814  -0.07
C: -0.915 -0.595 -2.052  0.08
N: -0.191 0.387 -2.511  -0.17
H: 2.120 -1.394 2.629  0.35
H: 1.136 -0.273 3.707  0.35
H: 0.862 -1.921 3.852  0.38
H: -0.158 -2.183 1.683  0.34
H: -0.882 -0.999 2.667  0.35
H: 0.981 -0.574 0.269  0.31
H: 0.815 0.737 1.354  0.36
H: -1.759 0.438 1.024  0.44
H: -0.890 1.310 -0.153  0.37
H: -1.822 -1.472 -0.548  0.28
H: -1.232 -1.413 -2.682  0.41
H: 0.117 1.199 -1.981  0.08
H: 0.016 0.477 -3.491  0.29
H: 1.893 2.184 -0.443  0.29
H: 1.506 3.319 -1.444  0.30
O: 1.357 2.414 -1.187  -0.60

HOMO level: -14.391 eV
net charge: +1
Kohn-Sham gap: 11.338 eV
spin multiplicity: 1

***

<S> is favored, and the nearest alternative lies 0.0580 hartree above it.